Entry 1:
75
Properties=species:S:1:pos:R:3 method="wB97M-V/def2-TZVPD" homo_ha="-0.680 / -0.674" charge=+4
Pb 0.47 1.08 1.42
P -1.74 -2.06 0.33
P 1.66 -2.12 -0.21
P -2.29 1.28 -0.25
H 5.04 4.25 -4.29
C 4.60 5.10 -3.77
C 4.95 5.42 -2.49
H 5.83 4.99 -2.03
C -2.29 -2.77 -1.25
C -1.35 -3.64 1.17
C -3.40 -1.86 1.07
C 3.19 -1.19 -0.67
C 2.41 -3.48 0.79
C 1.41 -3.12 -1.74
C -1.43 2.88 -0.60
C -3.61 1.85 0.91
C -3.28 1.06 -1.80
H 3.94 5.73 -4.35
H 4.49 6.27 -2.03
H -2.96 -3.61 -1.04
H -1.43 -3.11 -1.83
H -2.81 -2.01 -1.83
H -2.25 -4.26 1.08
H -1.13 -3.46 2.22
H -0.50 -4.14 0.70
H -3.88 -2.85 1.04
H -3.99 -1.13 0.52
H -3.31 -1.53 2.11
H 4.04 -1.89 -0.66
H 3.36 -0.40 0.07
H 3.09 -0.72 -1.65
H 2.75 -4.31 0.15
H 1.66 -3.82 1.50
H 3.26 -3.08 1.36
H 2.32 -3.74 -1.84
H 1.26 -2.49 -2.63
H 0.54 -3.77 -1.60
H -2.18 3.66 -0.74
H -0.80 2.79 -1.49
H -0.80 3.16 0.26
H -4.04 2.80 0.57
H -3.17 1.95 1.91
H -4.38 1.09 0.96
H -3.96 1.92 -1.91
H -3.88 0.14 -1.72
H -2.62 0.99 -2.67
C 1.17 1.38 -3.18
C 2.20 2.09 -2.55
C 2.82 3.11 -3.22
C 2.55 3.32 -4.57
C 1.56 2.60 -5.25
C 0.85 1.62 -4.53
Se 0.26 0.10 -1.99
H 1.11 0.93 -0.93
H 2.61 1.88 -1.57
H 3.53 3.67 -2.62
H 3.14 4.04 -5.11
H 1.39 2.86 -6.30
H 0.05 1.04 -5.01
C -3.05 0.29 5.29
N -1.88 -0.51 4.85
C -1.56 -1.71 5.45
C -0.46 -2.39 5.03
C 0.34 -1.84 4.03
N -0.11 -0.79 3.30
C -1.15 -0.06 3.76
O -1.51 0.98 3.11
N 1.56 -2.21 3.66
H -3.46 -0.18 6.19
H -3.83 0.38 4.52
H -2.78 1.33 5.55
H -2.20 -1.97 6.30
H -0.10 -3.27 5.55
H 2.08 -2.91 4.17
H 2.05 -1.66 2.99

Entry 2:
74
Properties=species:S:1:pos:R:3 method="wB97M-V/def2-TZVPD" spin_multiplicity=3 homo_ha="-0.278 / -0.327"
C -6.05 5.89 4.94
O -5.86 5.14 3.76
C -4.57 4.58 3.66
C -4.32 3.43 4.64
N -3.50 3.85 5.78
N -4.43 4.08 2.30
C -4.44 4.80 1.33
O -4.37 5.43 0.34
H -5.48 6.82 4.90
H -7.11 6.11 5.01
H -5.74 5.33 5.83
H -3.82 5.37 3.85
H -5.29 3.11 5.02
H -3.90 2.60 4.08
H -3.68 3.29 6.59
H -2.51 3.77 5.57
C 0.99 1.86 1.00
C 0.25 0.74 0.26
C 0.70 0.64 -1.20
C 0.19 1.79 -2.07
C -1.32 1.94 -1.97
C -1.82 2.08 -0.53
N -1.24 0.95 0.27
O -1.93 -0.12 0.23
C -1.45 3.45 0.05
C -3.34 1.96 -0.47
C 0.53 -0.57 0.97
H 0.40 2.22 1.85
H 1.92 1.46 1.39
H 1.24 2.71 0.37
H 0.33 -0.30 -1.61
H 1.79 0.59 -1.22
H 0.69 2.73 -1.79
H 0.47 1.60 -3.11
H -1.67 2.81 -2.54
H -1.80 1.06 -2.41
H -1.67 3.48 1.12
H -2.06 4.21 -0.44
H -0.41 3.73 -0.09
H -3.69 1.05 -0.95
H -3.77 2.81 -1.00
H -3.69 1.97 0.56
H 0.17 -0.56 2.00
H 1.61 -0.73 0.98
H 0.08 -1.41 0.46
C 2.21 -5.85 -1.43
C 1.96 -4.38 -1.76
C 1.94 -4.13 -3.27
C 3.32 -4.23 -3.92
C 4.32 -3.31 -3.23
C 4.42 -3.54 -1.72
N 3.02 -3.48 -1.17
O 2.62 -2.31 -0.89
C 5.11 -4.86 -1.40
C 5.22 -2.42 -1.06
C 0.62 -3.97 -1.15
H 2.65 -5.96 -0.44
H 1.25 -6.37 -1.42
H 2.85 -6.35 -2.15
H 1.54 -3.13 -3.45
H 1.25 -4.85 -3.72
H 3.68 -5.26 -3.91
H 3.24 -3.95 -4.97
H 5.32 -3.43 -3.66
H 4.03 -2.27 -3.40
H 5.03 -5.09 -0.33
H 6.16 -4.77 -1.65
H 4.72 -5.71 -1.96
H 4.82 -1.44 -1.31
H 6.25 -2.48 -1.41
H 5.21 -2.53 0.03
H 0.65 -4.06 -0.06
H -0.15 -4.63 -1.54
H 0.37 -2.94 -1.39

Entry 3:
77
Properties=species:S:1:pos:R:3 method="wB97M-V/def2-TZVPD" homo_ha=-0.157 charge=-1
C -6.92 -1.61 -3.22
C -5.83 -0.71 -3.81
O -4.95 -1.43 -4.63
C -3.59 -1.05 -4.48
C -3.02 -1.61 -3.16
O -1.67 -1.94 -3.29
C -0.88 -1.52 -2.15
B -1.24 -2.23 -0.71
C -2.27 -1.29 0.22
C -1.77 -0.87 1.58
O -2.34 -0.14 2.26
F -0.65 -1.39 2.07
H -7.89 -1.36 -3.64
H -6.98 -1.47 -2.14
H -6.68 -2.65 -3.43
H -5.34 -0.19 -2.99
H -6.33 0.06 -4.41
H -3.56 0.04 -4.41
H -2.99 -1.37 -5.33
H -3.20 -0.87 -2.39
H -3.58 -2.53 -2.96
H 0.14 -1.80 -2.40
H -0.87 -0.42 -2.06
H -1.72 -3.33 -0.95
H -0.20 -2.36 -0.09
H -3.21 -1.81 0.39
H -2.51 -0.35 -0.28
C 3.85 -1.23 1.63
C 2.81 -0.22 1.19
O 2.07 -0.44 0.27
C 2.76 1.09 1.95
H 3.77 -2.11 1.00
H 4.85 -0.80 1.54
H 3.67 -1.51 2.67
H 3.71 1.61 1.87
H 2.53 0.90 3.00
H 1.97 1.71 1.52
C 4.11 -0.94 -2.41
C 4.78 -2.23 -2.81
O 5.79 -2.62 -2.26
C 4.12 -3.02 -3.92
H 4.68 -0.48 -1.60
H 4.08 -0.26 -3.26
H 3.09 -1.14 -2.06
H 4.09 -2.42 -4.83
H 3.11 -3.30 -3.63
H 4.70 -3.92 -4.11
C 5.99 1.28 6.10
C 5.57 1.62 4.69
O 5.25 0.76 3.90
C 5.57 3.08 4.30
H 5.94 0.20 6.23
H 7.01 1.61 6.28
H 5.32 1.75 6.81
H 6.58 3.49 4.40
H 4.89 3.64 4.94
H 5.25 3.18 3.27
C 5.18 5.93 8.24
C 6.34 5.05 7.84
O 6.16 4.02 7.22
C 7.72 5.50 8.24
H 4.25 5.49 7.89
H 5.14 6.03 9.32
H 5.30 6.92 7.79
H 7.79 5.58 9.33
H 7.94 6.47 7.79
H 8.45 4.78 7.89
C -9.70 -1.57 -7.05
C -10.23 -1.96 -5.69
O -9.50 -2.10 -4.75
C -11.73 -2.17 -5.57
H -8.62 -1.46 -7.00
H -9.94 -2.35 -7.78
H -10.14 -0.63 -7.37
H -12.05 -2.97 -6.24
H -12.25 -1.24 -5.82
H -11.97 -2.44 -4.54

Entry 4:
74
Properties=species:S:1:pos:R:3 method="wB97M-V/def2-TZVPD" spin_multiplicity=4 homo_ha="-0.543 / -0.547" charge=+3
Er -0.56 -0.20 0.04
P -2.36 -2.13 0.51
P 1.70 -1.74 1.10
P 0.40 -1.85 -2.13
H -2.02 3.62 -2.95
C -1.86 2.57 -3.23
C -2.63 1.52 -2.49
H -3.37 1.92 -1.80
C -3.56 -1.64 1.80
C -1.79 -3.75 1.12
C -3.48 -2.61 -0.86
C 3.40 -1.05 0.77
C 1.89 -1.81 2.94
C 2.20 -3.52 0.82
C -0.37 -1.40 -3.74
C 0.17 -3.68 -2.21
C 2.17 -1.77 -2.64
H -1.68 2.51 -4.32
H -2.95 0.66 -3.08
H -3.69 -0.54 1.80
H -3.22 -1.95 2.80
H -4.54 -2.11 1.58
H -1.08 -3.62 1.95
H -1.28 -4.32 0.33
H -2.65 -4.34 1.49
H -3.62 -1.76 -1.54
H -4.45 -2.90 -0.44
H -3.07 -3.46 -1.42
H 4.13 -1.60 1.40
H 3.41 0.02 1.05
H 3.66 -1.17 -0.29
H 2.84 -2.34 3.18
H 1.05 -2.37 3.40
H 1.93 -0.79 3.36
H 2.97 -3.77 1.57
H 2.64 -3.65 -0.19
H 1.33 -4.18 0.95
H 0.15 -1.93 -4.55
H -0.28 -0.32 -3.92
H -1.42 -1.67 -3.73
H 0.49 -4.06 -3.20
H -0.90 -3.94 -2.07
H 0.76 -4.19 -1.43
H 2.25 -2.07 -3.71
H 2.82 -2.42 -2.03
H 2.52 -0.72 -2.55
C 0.58 3.12 -1.77
C 1.96 3.03 -2.01
C 2.79 4.12 -1.72
C 2.25 5.27 -1.13
C 0.92 5.26 -0.66
C 0.08 4.16 -0.98
S -0.39 1.81 -2.44
H 0.29 1.73 -3.62
H 2.38 2.11 -2.42
H 3.84 4.09 -2.05
H 2.91 6.14 -1.00
H 0.53 6.14 -0.12
H -0.96 4.17 -0.65
C 0.25 4.34 2.79
C -0.08 2.90 2.77
C -0.63 2.11 3.75
C -0.70 0.81 3.29
N -0.28 0.79 2.00
N 0.15 2.08 1.72
C -1.11 -0.40 4.01
H -0.47 4.83 3.45
H 1.26 4.49 3.20
H 0.20 4.81 1.80
H -0.93 2.46 4.74
H 0.74 2.31 0.92
H -2.12 -0.28 4.39
H -1.09 -1.30 3.40
H -0.46 -0.59 4.87

Entry 5:
76
Properties=species:S:1:pos:R:3 method="wB97M-V/def2-TZVPD" spin_multiplicity=4 homo_ha="-0.653 / -0.658" charge=+3
Mn 0.03 -0.42 1.42
P -1.88 -1.50 -2.25
P 2.34 -0.33 1.48
N 0.19 -2.19 -0.02
C -1.52 -3.17 -1.63
H -2.43 -3.78 -1.64
H -0.82 -3.62 -2.35
C -0.89 -3.22 -0.22
H -1.62 -3.07 0.58
H -0.45 -4.22 -0.07
C 1.52 -2.84 0.31
H 2.17 -2.81 -0.59
H 1.36 -3.91 0.54
C 2.21 -2.19 1.53
H 3.25 -2.54 1.57
H 1.71 -2.50 2.46
C 3.01 0.43 3.05
C 2.12 0.21 4.28
H 1.88 -0.85 4.43
H 1.18 0.78 4.22
H 2.66 0.57 5.16
C 3.62 -0.13 0.18
C 3.48 1.20 -0.56
H 4.33 1.33 -1.24
H 3.46 2.06 0.13
H 2.55 1.22 -1.14
C -2.63 -1.24 -3.89
C -2.98 0.24 -4.15
H -2.98 0.41 -5.23
H -2.27 0.94 -3.70
H -3.99 0.49 -3.80
C -2.96 -0.85 -0.93
C -3.04 0.67 -0.92
H -3.55 1.01 -0.01
H -3.60 1.06 -1.78
H -2.04 1.13 -0.93
C -0.81 -1.09 2.87
O -1.28 -1.94 3.54
C 5.06 -0.40 0.67
H 5.18 -0.35 1.76
H 5.39 -1.39 0.35
H 5.75 0.34 0.25
C -3.80 -2.15 -4.26
H -3.79 -2.28 -5.35
H -3.74 -3.15 -3.80
H -4.76 -1.70 -3.99
C -4.35 -1.49 -1.03
H -4.91 -1.31 -0.11
H -4.93 -1.05 -1.85
H -4.31 -2.58 -1.17
C 3.24 1.94 2.84
H 2.33 2.44 2.46
H 3.48 2.41 3.80
H 4.05 2.16 2.14
H 3.98 -0.07 3.21
H -2.48 -1.17 0.02
H 3.37 -0.93 -0.54
H -1.78 -1.48 -4.55
H 0.28 -1.68 -0.95
H -0.57 -0.97 -2.40
C 0.24 3.77 -1.67
N -0.02 3.33 -0.29
C -0.31 4.25 0.68
C -0.56 3.85 1.96
C -0.54 2.48 2.27
N -0.24 1.58 1.31
C 0.03 2.00 0.02
O 0.30 1.13 -0.86
N -0.72 1.98 3.52
H 0.26 2.90 -2.33
H 1.21 4.27 -1.73
H -0.54 4.46 -2.00
H -0.33 5.29 0.32
H -0.75 4.57 2.76
H -0.99 2.61 4.25
H -1.05 1.01 3.61

Entry 6:
75
Properties=species:S:1:pos:R:3 method="wB97M-V/def2-TZVPD" spin_multiplicity=5 homo_ha="-0.702 / -0.708" charge=+4
Os -0.40 -0.11 0.09
P -1.90 0.71 1.64
P -1.01 -2.29 0.36
P -1.82 -0.01 -1.75
H 4.48 3.76 -2.61
C 3.58 4.33 -2.85
C 2.98 5.20 -2.00
H 3.30 5.37 -0.97
C -1.05 1.17 3.18
C -3.33 -0.28 2.22
C -2.58 2.27 1.00
C 0.03 -3.44 -0.62
C -0.75 -2.95 2.05
C -2.68 -2.99 0.03
C -1.99 1.60 -2.62
C -3.66 -0.24 -1.53
C -1.46 -1.15 -3.14
H 3.27 4.33 -3.90
H 2.26 5.95 -2.40
H -0.07 1.62 2.97
H -0.89 0.29 3.82
H -1.67 1.89 3.73
H -3.00 -1.18 2.75
H -3.99 -0.59 1.40
H -3.93 0.32 2.92
H -1.78 2.87 0.54
H -3.01 2.83 1.84
H -3.36 2.11 0.25
H -0.26 -4.46 -0.35
H 1.09 -3.30 -0.39
H -0.14 -3.31 -1.70
H -1.64 -3.48 2.38
H -0.52 -2.16 2.78
H 0.08 -3.66 2.02
H -2.63 -3.68 -0.83
H -3.45 -2.24 -0.18
H -3.02 -3.58 0.89
H -2.86 1.59 -3.29
H -1.08 1.79 -3.19
H -2.14 2.41 -1.88
H -4.18 0.44 -2.22
H -3.99 -0.01 -0.51
H -3.95 -1.27 -1.80
H -1.81 -0.70 -4.09
H -1.99 -2.10 -2.98
H -0.38 -1.34 -3.23
C 0.89 2.59 -1.22
C 1.83 1.86 -1.99
C 1.88 1.98 -3.37
C 1.15 2.98 -4.00
C 0.55 3.98 -3.21
C 0.30 3.76 -1.86
O 0.49 2.14 -0.04
H 0.29 0.24 -1.39
H 2.42 1.08 -1.50
H 2.58 1.34 -3.92
H 1.12 3.05 -5.09
H 0.32 4.98 -3.62
H -0.32 4.45 -1.28
C 1.68 -1.04 4.67
N 2.31 -1.97 3.76
C 2.97 -3.16 4.08
C 3.48 -3.67 2.93
N 3.12 -2.81 1.89
C 3.54 -2.90 0.51
C 2.36 -1.78 2.40
Se 1.76 -0.26 1.45
H 1.78 -0.03 4.26
H 2.17 -1.09 5.64
H 0.61 -1.25 4.80
H 3.07 -3.51 5.09
H 4.07 -4.57 2.77
H 4.63 -3.00 0.44
H 3.07 -3.76 0.00
H 3.23 -1.98 0.00

no.,E (Eh)
1,-4720.92506
2,-1384.51985
3,-1591.86590
4,-3411.04555
5,-3067.55362
6,-4564.59993